C25H53BBrO17P3 | wB97M-V/def2-TZVPD

Geometry as XYZ:
```
100
Properties=species:S:1:pos:R:3
C -0.469 -0.765 3.629
C 0.439 -0.888 2.425
O 0.366 0.269 1.604
C 1.427 1.169 1.846
C 0.999 2.587 1.473
B 0.010 2.991 2.701
O -1.234 2.419 2.895
O 0.444 3.940 3.609
C 2.057 3.670 1.592
O 3.170 3.630 2.009
O 1.462 4.802 1.094
C 0.358 4.449 0.253
P 0.235 5.494 -1.335
O 1.235 6.720 -0.938
O -1.273 6.111 -1.114
C 0.506 2.899 0.050
C -0.922 2.415 -0.319
C -1.076 1.425 -1.460
O -2.458 1.521 -1.897
C -2.758 0.517 -2.766
O -2.552 0.582 -3.941
C 1.583 2.848 -1.079
C 2.554 1.663 -1.101
C 1.938 0.298 -1.315
Br 3.746 1.995 -2.634
H -1.497 -0.616 3.302
H -0.438 -1.652 4.262
H -0.213 0.087 4.262
H 0.123 -1.755 1.841
H 1.474 -1.097 2.713
H 1.665 1.159 2.921
H 2.337 0.828 1.344
H -1.933 2.935 2.487
H 0.653 3.534 4.458
H -0.567 4.737 0.788
H 1.112 6.995 -0.019
H -1.633 5.972 -0.230
H -1.518 3.286 -0.614
H -1.432 1.986 0.539
H -0.942 0.412 -1.073
H -0.445 1.617 -2.323
H -3.218 -0.386 -2.334
H 1.100 2.927 -2.050
H 2.226 3.728 -1.009
H 3.212 1.725 -0.240
H 1.123 0.086 -0.624
H 2.679 -0.498 -1.256
H 1.530 0.253 -2.326
C 6.683 -3.214 -6.718
C 5.291 -3.299 -6.116
O 4.592 -2.058 -6.157
P 4.169 -1.427 -7.587
O 3.287 -2.421 -8.225
O 3.217 -0.230 -7.090
C 1.831 -0.196 -7.443
C 0.975 -0.945 -6.440
O 5.449 -0.467 -7.748
C 6.189 -0.384 -8.981
C 5.299 -0.187 -10.191
H 6.632 -3.113 -7.805
H 7.252 -4.117 -6.497
H 7.220 -2.350 -6.325
H 4.703 -4.070 -6.621
H 5.360 -3.569 -5.063
H 1.682 -0.580 -8.452
H 1.547 0.857 -7.459
H 1.416 -1.907 -6.182
H -0.026 -1.112 -6.839
H 0.884 -0.374 -5.515
H 6.806 -1.278 -9.099
H 6.867 0.460 -8.871
H 4.614 -1.030 -10.322
H 5.902 -0.106 -11.095
H 4.697 0.716 -10.086
C -4.849 -0.316 9.219
C -4.077 -1.622 9.248
O -4.726 -2.666 8.515
P -4.874 -2.541 6.928
O -3.573 -2.389 6.267
O -5.402 -4.031 6.643
C -4.650 -4.942 5.841
C -3.656 -5.735 6.666
O -6.299 -1.850 6.777
C -6.519 -0.740 5.880
C -5.975 -0.982 4.486
H -4.796 0.147 8.230
H -4.432 0.391 9.936
H -5.900 -0.484 9.454
H -3.064 -1.479 8.864
H -3.996 -1.983 10.272
H -4.152 -4.414 5.027
H -5.376 -5.615 5.384
H -3.114 -5.092 7.360
H -2.937 -6.240 6.020
H -4.170 -6.489 7.264
H -6.087 0.167 6.310
H -7.597 -0.595 5.842
H -4.892 -1.123 4.500
H -6.190 -0.126 3.846
H -6.421 -1.874 4.046
```

Computed properties:
DFT total energy = -160183.639 eV
Spin multiplicity = 1
SMILES = CCOC[C@@]1(B(O)O)C(=O)O[C@@H](P(O)O)[C@@]1(CCOC=O)C[C@@H](C)Br.CCOP(=O)(OCC)OCC.CCOP(=O)(OCC)OCC
Total charge = 0
HOMO level = -9.372 eV
Orbital gap = 9.28 eV

---

C25H53F3N3O13SV | wB97M-V/def2-TZVPD

Geometry as XYZ:
```
99
Properties=species:S:1:pos:R:3
O 19.442 -9.256 8.778
V 18.063 -9.344 7.932
O 16.924 -8.440 8.558
C 14.843 -14.324 9.528
F 14.525 -15.511 9.968
F 14.743 -14.505 8.188
F 13.966 -13.317 9.891
S 16.690 -13.918 9.811
O 17.522 -15.007 9.230
O 16.823 -12.583 9.231
O 16.819 -14.009 11.277
C 11.990 -6.625 9.669
C 12.898 -6.481 10.914
O 13.643 -5.307 10.591
C 13.340 -4.796 9.457
O 13.774 -3.781 8.932
O 12.301 -5.491 8.913
H 10.966 -6.644 10.043
H 12.191 -7.550 9.128
H 13.526 -7.372 10.904
H 12.265 -6.325 11.788
C 15.465 -10.395 17.355
C 15.336 -9.785 15.963
C 14.590 -8.409 16.196
C 15.543 -7.267 16.552
C 16.772 -7.161 15.593
C 17.623 -8.471 15.508
N 16.688 -9.625 15.405
O 17.389 -10.795 15.311
C 18.545 -8.392 14.273
C 18.527 -8.619 16.739
C 14.414 -10.652 15.129
H 14.499 -10.307 17.853
H 16.222 -9.888 17.953
H 15.677 -11.464 17.335
H 14.053 -8.225 15.265
H 13.844 -8.476 16.988
H 15.945 -7.501 17.538
H 15.018 -6.330 16.366
H 17.430 -6.412 16.031
H 16.299 -6.716 14.718
H 19.168 -7.504 14.387
H 19.239 -9.220 14.126
H 17.986 -8.310 13.341
H 17.938 -8.669 17.654
H 19.104 -9.543 16.754
H 19.104 -7.694 16.754
H 13.391 -10.593 15.501
H 14.885 -11.634 15.087
H 14.492 -10.431 14.064
H 17.580 -10.881 14.375
C 19.519 -6.612 6.947
O 19.031 -7.643 6.150
C 19.966 -8.115 5.153
C 19.326 -9.205 4.360
N 19.173 -10.353 5.271
C 18.318 -11.412 4.719
C 16.807 -10.990 4.502
O 16.492 -10.080 5.527
C 15.050 -9.911 5.778
H 20.446 -6.804 7.488
H 18.819 -6.347 7.739
H 19.600 -5.741 6.297
H 20.755 -8.625 5.706
H 20.384 -7.292 4.574
H 20.016 -9.449 3.553
H 18.381 -8.765 4.041
H 20.083 -10.791 5.276
H 18.351 -12.230 5.439
H 18.748 -11.884 3.836
H 16.145 -11.856 4.500
H 16.752 -10.476 3.542
H 14.419 -10.641 5.271
H 14.708 -8.976 5.335
H 14.933 -9.926 6.862
C 23.838 -11.935 6.261
O 23.483 -11.793 4.824
C 24.647 -11.592 3.998
C 24.121 -12.169 2.711
N 25.008 -11.977 1.634
C 24.579 -12.873 0.523
C 23.351 -12.273 -0.184
O 23.502 -10.872 -0.599
C 24.403 -10.576 -1.623
H 24.464 -11.140 6.666
H 24.320 -12.902 6.407
H 22.900 -11.973 6.815
H 25.480 -12.182 4.380
H 24.813 -10.516 4.067
H 23.276 -11.550 2.409
H 23.751 -13.160 2.972
H 24.904 -11.003 1.389
H 24.264 -13.890 0.759
H 25.379 -12.925 -0.215
H 22.401 -12.389 0.338
H 23.212 -12.850 -1.098
H 24.039 -10.941 -2.583
H 25.415 -10.980 -1.583
H 24.516 -9.500 -1.751
```

Computed properties:
DFT total energy = -102538.337 eV
Spin multiplicity = 1
Total charge = 0
HOMO level = -7.445 eV
Orbital gap = 3.88 eV

---

C25H53GeN6OS2SeSi3Ti | wB97M-V/def2-TZVPD

Geometry as XYZ:
```
93
Properties=species:S:1:pos:R:3
Ti 0.580 -0.374 -0.725
O 0.180 -1.881 -1.634
N 0.298 -3.097 -1.129
C -0.313 -4.148 -1.748
C -0.071 -5.429 -1.350
C 0.833 -5.682 -0.310
C 1.444 -4.606 0.320
C 1.166 -3.313 -0.076
S 1.870 -1.927 0.668
H -0.989 -3.873 -2.543
H -0.573 -6.246 -1.842
H 1.045 -6.692 -0.009
H 2.144 -4.737 1.131
C -4.198 1.961 -2.544
N -2.772 1.869 -2.760
C -1.851 1.728 -1.800
N -2.176 1.882 -0.493
S -0.242 1.424 -2.219
H -4.682 2.175 -3.494
H -4.429 2.778 -1.860
H -4.597 1.025 -2.139
H -2.480 1.561 -3.675
H -3.125 2.108 -0.237
H -1.426 2.152 0.132
Se -3.230 -1.390 -1.606
C -4.248 -1.978 -3.084
C -3.765 -1.864 -4.383
C -4.572 -2.306 -5.415
N -5.777 -2.830 -5.240
C -6.225 -2.935 -3.998
C -5.511 -2.527 -2.888
H -2.779 -1.458 -4.577
H -4.235 -2.243 -6.444
H -7.209 -3.378 -3.891
H -5.903 -2.639 -1.887
C 1.900 4.334 -1.682
Si 1.727 3.749 0.133
C 3.063 4.686 1.128
C 0.018 4.385 0.750
Ge 1.891 1.341 0.594
Si 2.552 1.076 2.946
C 2.625 -0.674 3.714
C 4.298 1.799 3.267
C 1.228 2.081 3.907
Si 3.585 0.523 -0.994
C 4.861 1.873 -1.462
C 2.648 0.078 -2.603
C 4.632 -1.052 -0.640
H 1.573 5.364 -1.793
H 1.306 3.727 -2.358
H 2.929 4.291 -2.022
H 3.045 5.748 0.911
H 4.053 4.318 0.883
H 2.915 4.566 2.195
H 0.102 5.400 1.123
H -0.364 3.769 1.561
H -0.717 4.404 -0.049
H 3.438 -1.246 3.278
H 1.713 -1.236 3.559
H 2.800 -0.617 4.785
H 5.048 1.185 2.781
H 4.518 1.815 4.330
H 4.399 2.810 2.891
H 0.232 1.734 3.644
H 1.284 3.136 3.659
H 1.337 1.990 4.983
H 4.377 2.805 -1.724
H 5.453 1.552 -2.314
H 5.537 2.061 -0.635
H 2.199 0.958 -3.066
H 1.844 -0.646 -2.384
H 3.305 -0.380 -3.341
H 4.897 -1.146 0.409
H 5.553 -1.029 -1.217
H 4.090 -1.952 -0.927
C -1.270 -1.503 4.141
C -1.852 -1.125 2.778
C -2.595 -2.326 2.176
C -2.783 0.084 2.922
N -0.726 -0.683 1.934
N -1.013 -0.684 0.541
H -2.066 -1.706 4.854
H -0.663 -0.687 4.523
H -0.649 -2.393 4.062
H -3.304 -2.725 2.895
H -1.898 -3.123 1.908
H -3.160 -2.038 1.290
H -3.583 -0.120 3.630
H -3.236 0.332 1.963
H -2.207 0.940 3.274
H 0.063 -1.324 2.078
H -1.768 -0.012 0.353
H -1.371 -1.595 0.211
```

Computed properties:
DFT total energy = -228056.411 eV
Spin multiplicity = 2
Total charge = 0
HOMO level (alpha / beta) = -6.756 / -6.760 eV
Orbital gap (alpha / beta) = 6.25 / 6.23 eV
ΔE to the lowest compared entry with this formula, charge and spin = 2.703 eV

---

C25H54AsN5OPSSi2V | wB97M-V/def2-TZVPD

Geometry as XYZ:
```
91
Properties=species:S:1:pos:R:3
V -0.223 -0.232 -0.072
C -3.223 -0.868 1.311
N -2.813 -2.239 1.050
C -3.155 -3.188 2.102
C -2.203 -2.602 -0.089
N -1.319 -1.793 -0.675
N -2.435 -3.849 -0.575
C -1.502 -4.460 -1.509
C -3.770 -4.439 -0.557
H -4.311 -0.785 1.235
H -2.769 -0.174 0.608
H -2.907 -0.578 2.312
H -2.710 -2.831 3.032
H -2.745 -4.169 1.877
H -4.236 -3.269 2.241
H -1.103 -2.140 -1.602
H -1.691 -4.157 -2.546
H -1.608 -5.542 -1.453
H -0.478 -4.210 -1.239
H -4.468 -3.783 -0.047
H -3.769 -5.410 -0.060
H -4.118 -4.578 -1.583
C 3.293 0.128 -0.421
P 1.814 -0.620 -1.181
C 2.282 -2.386 -1.287
C 2.026 -0.136 -2.936
H 4.183 -0.081 -1.018
H 3.421 -0.283 0.579
H 3.163 1.207 -0.337
H 3.345 -2.487 -1.516
H 1.708 -2.862 -2.085
H 2.064 -2.900 -0.352
H 2.953 -0.555 -3.332
H 2.072 0.948 -3.042
H 1.195 -0.504 -3.542
C -3.457 -0.865 -4.644
C -4.154 0.180 -3.772
C -3.321 0.633 -2.582
N -2.064 1.233 -3.062
C -1.207 1.880 -2.311
S -1.279 1.871 -0.586
N -0.191 2.588 -2.881
C 0.251 2.756 -4.228
O 1.421 2.948 -4.408
C -0.745 2.738 -5.338
C -1.934 3.459 -5.249
C -2.805 3.484 -6.327
C -2.493 2.780 -7.484
C -1.302 2.068 -7.575
C -0.419 2.058 -6.506
H -4.146 -1.287 -5.376
H -3.073 -1.688 -4.031
H -2.615 -0.449 -5.205
H -5.081 -0.234 -3.372
H -4.436 1.048 -4.375
H -3.081 -0.217 -1.946
H -3.849 1.365 -1.973
H -2.006 1.383 -4.062
H 0.507 2.884 -2.210
H -2.164 4.020 -4.349
H -3.721 4.058 -6.268
H -3.174 2.800 -8.326
H -1.055 1.534 -8.483
H 0.527 1.533 -6.568
C 0.722 2.503 2.526
Si 1.249 0.942 3.409
C 0.553 0.948 5.133
C 3.103 0.917 3.577
As 0.243 -0.807 2.224
Si 1.480 -2.682 2.792
C 1.328 -2.931 4.633
C 3.300 -2.661 2.399
C 0.657 -4.122 1.910
H 1.011 3.400 3.084
H -0.365 2.512 2.409
H 1.169 2.568 1.529
H 0.948 1.788 5.713
H 0.815 0.023 5.655
H -0.537 1.021 5.114
H 3.415 1.845 4.067
H 3.634 0.843 2.626
H 3.421 0.085 4.212
H 2.022 -2.274 5.169
H 1.568 -3.963 4.910
H 0.318 -2.701 4.976
H 3.780 -1.780 2.833
H 3.523 -2.672 1.330
H 3.757 -3.550 2.849
H -0.179 -4.486 2.516
H 1.347 -4.957 1.752
H 0.257 -3.816 0.939
```

Computed properties:
DFT total energy = -158702.756 eV
Spin multiplicity = 2
Total charge = +1
HOMO level (alpha / beta) = -9.000 / -8.906 eV
Orbital gap (alpha / beta) = 6.25 / 6.16 eV

---

C25H54Cl20FGaINOP | wB97M-V/def2-TZVPD

Geometry as XYZ:
```
105
Properties=species:S:1:pos:R:3
C 7.433 1.751 1.728
C 7.436 3.114 1.001
N 6.546 4.071 1.676
Ga 5.041 4.652 0.607
C 3.691 3.167 0.296
C 3.596 2.180 1.475
C 2.183 1.869 1.949
F 4.161 0.939 1.061
P 3.874 6.238 1.971
O 3.505 5.258 3.282
I 5.642 7.818 2.758
H 8.364 1.195 1.572
H 6.590 1.157 1.361
H 7.269 1.947 2.792
H 8.470 3.495 1.038
H 7.182 2.974 -0.060
H 7.076 4.907 1.896
H 5.427 5.337 -0.797
H 2.719 3.671 0.183
H 3.904 2.606 -0.619
H 4.175 2.575 2.318
H 2.240 1.377 2.925
H 1.553 2.761 1.991
H 1.705 1.161 1.267
H 4.284 4.719 3.481
Cl 0.705 3.925 -1.040
C 0.014 2.959 -2.367
C -0.377 1.574 -1.927
Cl 1.053 0.587 -1.521
H 0.751 2.926 -3.167
H -0.869 3.488 -2.725
H -0.903 1.068 -2.735
H -1.023 1.601 -1.054
Cl -2.487 0.516 1.281
C -1.551 -0.960 1.636
C -1.247 -1.110 3.102
Cl -0.081 0.115 3.665
H -0.638 -0.926 1.045
H -2.153 -1.803 1.298
H -0.791 -2.082 3.285
H -2.144 -1.029 3.712
Cl 0.462 -2.846 5.997
C 1.339 -1.362 6.462
C 1.301 -1.119 7.947
Cl -0.335 -0.695 8.523
H 0.908 -0.536 5.905
H 2.371 -1.491 6.140
H 1.951 -0.281 8.192
H 1.631 -1.992 8.504
Cl 1.846 -4.662 -3.210
C 2.661 -3.202 -2.576
C 2.659 -3.155 -1.071
Cl 1.013 -2.913 -0.444
H 2.155 -2.334 -2.994
H 3.685 -3.221 -2.945
H 3.261 -2.313 -0.734
H 3.058 -4.068 -0.635
Cl -4.093 3.455 0.734
C -5.627 2.703 1.240
C -6.145 3.261 2.539
Cl -5.121 2.804 3.926
H -5.462 1.630 1.310
H -6.351 2.895 0.449
H -7.137 2.859 2.733
H -6.202 4.347 2.511
Cl -1.554 -1.696 -2.410
C -2.453 -3.043 -3.149
C -3.892 -2.685 -3.414
Cl -4.816 -2.480 -1.901
H -2.371 -3.900 -2.484
H -1.954 -3.284 -4.086
H -4.373 -3.484 -3.976
H -3.978 -1.763 -3.982
Cl 7.894 3.453 -3.231
C 9.440 2.857 -2.583
C 9.562 1.358 -2.700
Cl 8.428 0.521 -1.615
H 9.514 3.179 -1.547
H 10.233 3.333 -3.159
H 10.566 1.047 -2.414
H 9.369 1.023 -3.717
Cl -8.431 -0.076 2.725
C -9.639 0.325 3.972
C -10.466 1.524 3.587
Cl -9.491 3.015 3.584
H -9.110 0.492 4.907
H -10.285 -0.545 4.085
H -11.271 1.667 4.306
H -10.900 1.405 2.597
Cl 0.128 -7.381 -4.226
C 0.318 -8.232 -5.777
C 0.853 -7.323 -6.854
Cl -0.329 -6.077 -7.330
H -0.647 -8.648 -6.054
H 1.016 -9.050 -5.609
H 1.077 -7.906 -7.746
H 1.759 -6.817 -6.530
Cl -10.056 -0.986 -3.284
C -9.547 -2.509 -4.057
C -8.098 -2.828 -3.792
Cl -6.998 -1.692 -4.610
H -9.746 -2.425 -5.122
H -10.173 -3.299 -3.645
H -7.869 -3.823 -4.172
H -7.868 -2.800 -2.729
```

Computed properties:
DFT total energy = -353274.993 eV
Spin multiplicity = 1
Total charge = -1
HOMO level = -3.971 eV
Orbital gap = 5.44 eV